Here is a molecular structure, C37H52SSbSi from OMol25. Energies are from ωB97M-V with the def2-TZVPD basis set.

The value obtained for the LUMO energy is 0.0887 hartree. The multiplicity is 1. For the HOMO-LUMO gap, the calculation gives 5.8 eV. The total energy comes out at -64460.4410 eV. As for the charge: -1.

Last column: Mulliken charge in e.
Element x y z (Å)
1 C 1.808 3.018 3.304  -1.214
2 C 0.979 1.738 3.464  0.002
3 S -0.693 2.137 4.024  -0.103
4 C -1.346 0.517 4.525  -1.246
5 Sb -1.853 -0.836 2.804  0.430
6 C -3.697 0.334 2.457  -1.404
7 Si 0.128 -2.417 3.212  0.449
8 C 1.844 -1.615 2.988  -1.131
9 C 0.037 -3.312 4.894  -1.182
10 C 0.065 -3.821 1.907  -0.859
11 H 1.195 3.913 3.372  0.251
12 H 2.312 3.013 2.339  0.310
13 H 2.589 3.046 4.058  0.280
14 H 1.429 1.108 4.227  0.408
15 H 0.930 1.179 2.536  0.045
16 H -0.657 0.089 5.253  0.437
17 H -2.284 0.771 5.013  0.512
18 H -0.930 0.214 1.691  -0.067
19 H -2.262 -1.862 1.385  -0.231
20 H -2.826 -1.924 3.861  -0.119
21 H -4.106 0.037 1.494  0.323
22 H -4.416 0.021 3.216  0.431
23 H -3.578 1.414 2.542  0.251
24 H 1.909 -1.004 2.091  0.267
25 H 2.197 -1.096 3.877  0.332
26 H 2.541 -2.446 2.837  0.392
27 H 0.650 -4.209 4.814  0.371
28 H -0.991 -3.635 5.048  0.306
29 H 0.379 -2.689 5.715  0.296
30 H 0.711 -3.597 1.061  -0.048
31 H 0.491 -4.706 2.381  0.422
32 H -0.964 -3.972 1.595  0.223
33 C -1.766 5.373 1.364  -0.588
34 C -2.016 6.181 0.262  -0.428
35 C -2.388 5.610 -0.947  -0.436
36 C -2.517 4.229 -1.050  -0.429
37 C -2.264 3.423 0.052  -0.505
38 C -1.883 3.994 1.261  0.182
39 H -1.468 5.819 2.305  0.395
40 H -1.915 7.256 0.347  0.456
41 H -2.574 6.238 -1.810  0.371
42 H -2.809 3.782 -1.992  0.374
43 H -2.357 2.347 -0.024  0.440
44 H -1.667 3.359 2.118  0.072
45 C -2.128 -3.799 -1.367  -0.280
46 C -3.437 -4.066 -0.992  -0.480
47 C -4.229 -4.894 -1.776  -0.425
48 C -3.711 -5.463 -2.932  -0.298
49 C -2.400 -5.199 -3.306  -0.545
50 C -1.611 -4.365 -2.525  -0.452
51 H -1.517 -3.150 -0.753  0.437
52 H -3.835 -3.624 -0.087  0.427
53 H -5.252 -5.097 -1.485  0.368
54 H -4.328 -6.112 -3.542  0.370
55 H -1.994 -5.643 -4.207  0.466
56 H -0.589 -4.155 -2.818  0.372
57 C 6.183 -4.220 0.145  -0.330
58 C 4.914 -4.778 0.227  -0.498
59 C 3.797 -4.009 -0.065  -0.236
60 C 3.947 -2.684 -0.447  -0.279
61 C 5.215 -2.126 -0.531  -0.448
62 C 6.333 -2.893 -0.233  -0.360
63 H 7.054 -4.819 0.376  0.350
64 H 4.796 -5.813 0.521  0.363
65 H 2.807 -4.441 0.006  0.307
66 H 3.074 -2.086 -0.676  0.418
67 H 5.332 -1.091 -0.828  0.361
68 H 7.322 -2.456 -0.293  0.356
69 C -2.227 -3.030 -6.065  -0.042
70 C -0.845 -2.934 -6.135  -0.262
71 C -0.236 -2.486 -7.300  -0.466
72 C -1.012 -2.127 -8.394  -0.393
73 C -2.395 -2.219 -8.323  -0.326
74 C -3.002 -2.673 -7.160  -0.555
75 H -2.700 -3.378 -5.157  0.346
76 H -0.241 -3.207 -5.279  0.277
77 H 0.843 -2.416 -7.354  0.361
78 H -0.538 -1.773 -9.301  0.350
79 H -3.000 -1.937 -9.176  0.349
80 H -4.081 -2.748 -7.106  0.365
81 C 2.938 8.814 0.698  -0.303
82 C 1.935 8.538 -0.221  -0.494
83 C 1.312 7.298 -0.217  -0.409
84 C 1.685 6.335 0.711  -0.378
85 C 2.685 6.612 1.632  -0.244
86 C 3.314 7.851 1.624  -0.501
87 H 3.425 9.781 0.695  0.349
88 H 1.638 9.291 -0.941  0.357
89 H 0.532 7.077 -0.934  0.454
90 H 1.192 5.371 0.717  0.449
91 H 2.973 5.862 2.358  0.356
92 H 4.096 8.066 2.341  0.361